Record 1
C9H9F3NO2 | wB97M-V/def2-TZVPD

Cartesian coordinates (Å):
C (1.2254, -0.2206, -0.1325)
C (2.6101, 0.2976, -0.2037)
C (0.8015, 1.2606, -1.0597)
C (0.5681, -1.5614, -0.2857)
C (-0.8343, -1.0843, -0.6839)
C (-1.1450, 0.2050, 0.0921)
C (0.2435, 0.9198, 0.2211)
C (0.3193, 1.8726, 1.5401)
C (4.0652, -0.0707, -0.1145)
N (2.4533, 1.5134, -0.6769)
O (3.1432, 2.5747, -0.8029)
O (0.4919, 1.2405, -2.2366)
F (4.7928, 0.4037, 0.9047)
F (4.3158, -1.3930, -0.2239)
F (4.7573, 0.3744, -1.2303)
H (0.9514, -2.1749, -1.0754)
H (0.3840, -2.0902, 0.6262)
H (-0.6536, -0.9159, -1.7350)
H (-1.5931, -1.8437, -0.3766)
H (-1.9088, 0.8358, -0.4569)
H (-1.4263, -0.1265, 1.0496)
H (0.7013, 1.0194, 2.2945)
H (-0.6236, 2.3775, 1.6401)
H (1.0495, 2.5674, 1.3196)

Computed properties:
F_max   5.3 eV Å⁻¹
E_tot   -23212.6833 eV
SMILES   C[C@]12CCC[C@]13C(C(F)(F)F)=[N+]([O-])[C@]23[O-]
Charge   -1
LUMO   3.58 eV


Record 2
C11H27Br6N5O10 | wB97M-V/def2-TZVPD

Cartesian coordinates (Å):
Br (4.1275, -0.3071, -4.4756)
C (2.2131, -0.3526, -4.2371)
C (1.7001, -1.5661, -4.9716)
Br (-0.2356, -1.7255, -4.8063)
H (1.7630, 0.5730, -4.5881)
H (2.0028, -0.3960, -3.1715)
H (2.0832, -2.4711, -4.5125)
H (1.9362, -1.5427, -6.0279)
Br (-2.5950, 3.1662, 2.4699)
C (-0.8976, 3.5402, 3.2839)
C (-0.9269, 3.8811, 4.7474)
Br (-2.0662, 5.3946, 5.1361)
H (-0.4044, 4.3322, 2.7199)
H (-0.2638, 2.6704, 3.0962)
H (0.0909, 4.1532, 5.0232)
H (-1.2477, 3.0606, 5.3794)
Br (1.8392, -7.4699, 0.2294)
C (1.2767, -5.6117, 0.2337)
C (0.0695, -5.4829, 1.1207)
Br (-0.5596, -3.6315, 1.0296)
H (1.0578, -5.3196, -0.7834)
H (2.0960, -5.0488, 0.6688)
H (0.2430, -5.6675, 2.1718)
H (-0.7428, -6.1056, 0.7574)
C (-3.1198, 1.1699, -2.8641)
N (-3.1701, 1.9854, -4.1266)
O (-2.1192, 2.3761, -4.5849)
O (-4.2641, 2.1890, -4.6081)
H (-2.1141, 1.2773, -2.4748)
H (-3.3189, 0.1451, -3.1586)
H (-3.8902, 1.5791, -2.2230)
C (-0.5972, 0.2658, 0.6193)
N (0.0190, -0.1062, -0.6927)
O (0.1533, 0.7744, -1.5303)
O (0.3289, -1.2606, -0.8447)
H (-1.6701, 0.2084, 0.4339)
H (-0.3540, 1.2912, 0.8588)
H (-0.2656, -0.4658, 1.3358)
C (-1.8205, -1.8914, 4.4714)
N (-2.0062, -0.9511, 3.3297)
O (-2.4972, -1.4064, 2.3098)
O (-1.5988, 0.1767, 3.4560)
H (-1.8169, -1.3176, 5.3900)
H (-0.8942, -2.4127, 4.2519)
H (-2.6657, -2.5709, 4.4911)
C (0.4755, 3.1499, -3.4288)
N (1.2344, 3.7476, -4.5675)
O (1.0756, 4.9202, -4.7926)
O (2.0230, 3.0209, -5.1498)
H (0.2384, 2.1255, -3.6821)
H (-0.4211, 3.7371, -3.3005)
H (1.1665, 3.1639, -2.5912)
C (3.3089, -0.7645, 3.2384)
N (2.0609, 0.0110, 3.3784)
O (1.5136, 0.0416, 4.4569)
O (1.6634, 0.5727, 2.3756)
H (4.1480, -0.1061, 3.4407)
H (3.3213, -1.2299, 2.2637)
H (3.3138, -1.5185, 4.0256)

Computed properties:
F_max   1.1 eV Å⁻¹
E_tot   -460011.7170 eV
SMILES   C[N+](=O)[O-].C[N+](=O)[O-].C[N+](=O)[O-].C[N+](=O)[O-].C[N+](=O)[O-].BrCCBr.BrCCBr.BrCCBr
Relative energy (zero: lowest compared OMol25 entry of this formula, charge and spin)   0.0723 eV
LUMO   -0.58 eV


Record 3
C5H11N | wB97M-V/def2-TZVPD

Cartesian coordinates (Å):
C (-1.7662, 1.3433, -1.3230)
C (-0.3126, 1.2059, -0.8434)
C (-0.1561, 0.2456, 0.3153)
C (0.0036, -1.1826, -0.0453)
N (1.3033, -0.7110, 0.3036)
C (1.6361, -1.2031, 1.6649)
H (-2.1509, 0.4081, -1.7467)
H (-2.4338, 1.6395, -0.5064)
H (-1.8335, 2.1107, -2.1039)
H (0.3134, 0.8645, -1.6778)
H (0.0478, 2.1919, -0.5356)
H (0.6131, 0.5363, 1.0450)
H (-0.0348, -1.3639, -1.1221)
H (-0.4273, -1.9850, 0.5463)
H (2.6102, -0.8254, 1.9923)
H (1.6976, -2.2956, 1.5850)
H (0.8900, -0.9792, 2.4520)

Computed properties:
F_max   2.5 eV Å⁻¹
E_tot   -6849.9475 eV
SMILES   CC[C@H]1CN1C
Relative energy (zero: lowest compared OMol25 entry of this formula, charge and spin)   3.5811 eV
LUMO   1.14 eV


Record 4
CH4FIP2 | wB97M-V/def2-TZVPD

Cartesian coordinates (Å):
C (-1.3683, 1.6484, 0.4982)
F (1.5528, 1.3453, -0.6442)
P (0.3508, -1.2756, -0.6828)
P (-0.0363, 0.8451, -0.5494)
I (-2.8072, 0.0727, -0.1361)
H (-1.3341, 1.3353, 1.6329)
H (0.5317, -1.2672, 0.6364)
H (1.6681, -1.1743, -0.9068)
H (-0.3287, 1.2621, -1.9666)

Computed properties:
F_max   2.8 eV Å⁻¹
E_tot   -30494.8181 eV
Relative energy (zero: lowest compared OMol25 entry of this formula, charge and spin)   3.7665 eV
LUMO   -0.14 eV


Record 5
Br3Cl3I4O12SnY | wB97M-V/def2-TZVPD

Cartesian coordinates (Å):
Y (6.2485, 3.0244, -4.4971)
Sn (-2.1838, 0.0763, 1.5144)
I (2.2876, 5.0565, -1.0684)
I (-1.5804, -5.6484, -0.9677)
I (4.7348, 5.6291, -5.8397)
I (0.9524, 6.4759, -2.9298)
Br (5.4383, 4.6148, -2.5581)
Br (4.9750, 0.4273, -5.4019)
Br (8.2561, 2.0567, -3.2591)
Cl (-7.9506, -0.8941, 4.5815)
O (-2.7109, -1.2216, -0.0766)
O (-8.0006, -1.3233, 5.9395)
O (-3.5565, -0.5631, 3.1187)
O (-6.9633, -1.6663, 3.8341)
Cl (0.5459, -3.4272, -4.2370)
O (0.2298, -2.3300, -5.0190)
O (-3.2777, -6.1680, -0.3133)
O (0.9670, -3.0975, -2.9242)
O (-0.5806, -4.5182, -4.1140)
Cl (0.4930, 0.7039, 4.8543)
O (1.4063, 0.9149, 5.9406)
O (0.4418, 1.8797, 3.9227)
O (0.7601, -0.4834, 4.1069)
O (-0.9321, 0.4816, 5.3932)

Computed properties:
F_max   9.6 eV Å⁻¹
E_tot   -311513.5793 eV
Charge   -5
LUMO   5.80 eV


Record 6
C38H62N5O9PS | wB97M-V/def2-TZVPD

Cartesian coordinates (Å):
C (-4.3419, -1.4004, 6.0811)
C (-3.1369, -1.9537, 5.3052)
C (-2.3081, -0.8559, 4.6600)
O (-1.4779, -1.4336, 3.6410)
C (-1.3450, -0.6708, 2.5093)
C (-0.3685, 0.3139, 2.4214)
C (-0.1899, 1.0614, 1.2577)
C (0.9544, 2.0362, 1.1689)
C (2.0916, 1.4235, 0.3335)
C (2.7511, 0.2215, 1.0350)
C (2.2904, -1.1040, 0.4447)
N (3.0415, -1.4781, -0.7685)
C (4.4507, -1.7682, -0.4522)
C (2.4496, -2.5854, -1.4053)
C (3.0914, -3.0383, -2.6957)
O (1.4546, -3.1318, -0.9815)
C (-1.0473, 0.8442, 0.1853)
C (-2.0058, -0.1571, 0.2808)
C (-2.1657, -0.9257, 1.4238)
S (-3.0174, -0.4748, -1.1157)
C (-1.7924, -0.2157, -2.3547)
C (-1.7383, -1.0472, -3.4647)
N (-2.6822, -2.1038, -3.6097)
C (-0.7301, -0.8172, -4.3922)
C (0.1804, 0.2085, -4.2268)
N (1.2306, 0.3635, -5.2055)
C (2.3698, -0.5131, -4.8738)
C (0.7696, 0.1311, -6.5296)
C (0.0131, 1.2739, -7.1504)
O (0.9913, -0.8884, -7.1394)
C (0.1164, 1.0891, -3.1320)
P (1.2056, 2.5218, -2.7961)
C (0.2773, 4.0611, -3.1573)
C (0.3710, 4.7031, -4.5449)
C (2.8014, 2.5434, -3.7076)
C (2.9406, 2.8783, -5.2102)
C (-0.8830, 0.8336, -2.1839)
N (-0.9929, 1.6351, -1.0040)
C (-2.0627, 2.6656, -0.9854)
N (-2.7590, 2.7952, -2.2583)
H (-5.2649, -1.6724, 5.5733)
H (-4.4020, -1.8443, 7.0714)
H (-4.3141, -0.3165, 6.1692)
H (-2.4812, -2.5455, 5.9402)
H (-3.4772, -2.6060, 4.5022)
H (-1.6414, -0.4277, 5.4123)
H (-2.9423, -0.0773, 4.2365)
H (0.2906, 0.4705, 3.2641)
H (1.3314, 2.1715, 2.1838)
H (0.6350, 2.9865, 0.7482)
H (1.6559, 1.0077, -0.5752)
H (2.8255, 2.1733, 0.0471)
H (2.4516, 0.2219, 2.0839)
H (3.8336, 0.3172, 1.0398)
H (2.3459, -1.9094, 1.1837)
H (1.2448, -1.0282, 0.1580)
H (4.9543, -0.8692, -0.1154)
H (4.5198, -2.5240, 0.3363)
H (4.9718, -2.1306, -1.3312)
H (3.5051, -2.2031, -3.2560)
H (2.3300, -3.5580, -3.2660)
H (3.9040, -3.7316, -2.4844)
H (-2.9150, -1.7027, 1.4654)
H (-3.4461, -1.8517, -4.2206)
H (-2.2433, -2.9501, -3.9413)
H (-0.6604, -1.4830, -5.2431)
H (2.5339, -0.4670, -3.7997)
H (2.1715, -1.5518, -5.1368)
H (3.2680, -0.1668, -5.3800)
H (0.5946, 1.6015, -8.0105)
H (-0.1523, 2.0948, -6.4625)
H (-0.9292, 0.8890, -7.5344)
H (0.5695, 4.7925, -2.4054)
H (-0.7649, 3.8264, -2.9633)
H (1.3120, 5.2401, -4.6527)
H (0.3038, 3.9745, -5.3462)
H (-0.4160, 5.4445, -4.6853)
H (3.2522, 1.5790, -3.4838)
H (3.3874, 3.2693, -3.1434)
H (3.2561, 3.9114, -5.3340)
H (3.6871, 2.2370, -5.6761)
H (2.0065, 2.7320, -5.7311)
H (-2.7633, 2.4235, -0.1852)
H (-1.6207, 3.6341, -0.7450)
H (-2.9299, 3.7698, -2.4653)
H (-3.6668, 2.3516, -2.2120)
C (-6.7802, -3.3793, 1.4829)
C (-6.5406, -4.1804, 2.7431)
O (-7.1799, -3.5866, 3.8863)
C (-8.4853, -3.8209, 3.9971)
O (-9.1544, -4.4937, 3.2571)
O (-8.9284, -3.1849, 5.0823)
C (-10.3346, -3.3126, 5.3096)
H (-6.4830, -2.3405, 1.6333)
H (-6.1982, -3.7935, 0.6597)
H (-7.8326, -3.3909, 1.2022)
H (-5.4818, -4.1925, 2.9953)
H (-6.8706, -5.2124, 2.6315)
H (-10.6337, -4.3580, 5.3084)
H (-10.8917, -2.7694, 4.5482)
H (-10.5189, -2.8738, 6.2853)
C (8.2395, 0.7474, 5.8292)
C (7.9419, 0.1480, 4.4726)
O (6.5904, 0.4086, 4.0588)
C (6.3713, 1.6251, 3.5637)
O (7.1935, 2.4906, 3.4107)
O (5.0777, 1.7181, 3.2552)
C (4.6855, 2.9989, 2.7528)
H (7.5099, 0.4046, 6.5635)
H (9.2349, 0.4507, 6.1590)
H (8.1983, 1.8350, 5.7907)
H (8.0165, -0.9371, 4.5052)
H (8.6331, 0.5125, 3.7137)
H (5.3217, 3.3068, 1.9258)
H (4.7271, 3.7419, 3.5475)
H (3.6642, 2.8951, 2.3976)

Computed properties:
F_max   1.6 eV Å⁻¹
E_tot   -86413.8394 eV
SMILES   CCCOc1cc(CCCCN(C)C(C)=O)c2c(c1)Sc1c(N)cc(N(C)C(C)=O)c(P(CC)CC)c1N2CN.CCOC(=O)OC.CCOC(=O)OC
LUMO   0.56 eV


Record 7
C41H85F6IN2O17 | wB97M-V/def2-TZVPD

Cartesian coordinates (Å):
C (7.9806, 4.5170, 2.1637)
C (9.1896, 3.8978, 1.4407)
C (8.8599, 3.3771, 0.0399)
C (8.0103, 2.0912, 0.0250)
C (8.8303, 0.8591, -0.3292)
C (9.8880, 0.5559, 0.7384)
C (10.5749, -0.7802, 0.5776)
N (10.6880, -1.2669, -0.7778)
O (11.0093, -1.3885, 1.5260)
O (6.9497, 2.1545, -0.9156)
C (5.8517, 2.9552, -0.5020)
C (4.6539, 2.6225, -1.3877)
N (3.6953, 1.6620, -0.8268)
C (4.2984, 0.3772, -0.3920)
C (3.7307, -0.8288, -1.1517)
C (4.1313, -2.1508, -0.4948)
I (2.4789, -3.1476, 0.4288)
C (2.8122, 2.2718, 0.0399)
O (2.9402, 3.3805, 0.5127)
C (1.4957, 1.5184, 0.3079)
F (0.8696, 1.2189, -0.8436)
F (1.7680, 0.3416, 0.9447)
C (0.5090, 2.2681, 1.2452)
F (-0.5558, 1.4221, 1.3902)
F (1.0596, 2.4315, 2.4497)
C (-0.0743, 3.6249, 0.7429)
F (0.0129, 3.6734, -0.5976)
F (0.6098, 4.6583, 1.2576)
C (-1.5535, 3.7717, 1.1702)
O (-2.4271, 3.8852, 0.3747)
O (-1.7010, 3.8337, 2.5165)
H (8.2928, 5.3891, 2.7404)
H (7.2095, 4.8439, 1.4661)
H (7.5429, 3.8175, 2.8773)
H (9.6118, 3.1055, 2.0621)
H (9.9688, 4.6567, 1.3417)
H (9.7880, 3.1876, -0.5072)
H (8.3316, 4.1698, -0.4951)
H (7.6039, 1.9420, 1.0390)
H (9.3170, 1.0162, -1.2910)
H (8.1612, -0.0024, -0.4002)
H (9.4283, 0.5575, 1.7297)
H (10.6642, 1.3271, 0.7430)
H (10.2409, -2.1790, -0.8137)
H (11.6725, -1.4490, -0.9548)
H (6.0921, 4.0183, -0.6123)
H (5.6244, 2.7615, 0.5519)
H (4.1195, 3.5389, -1.6301)
H (5.0292, 2.2049, -2.3243)
H (5.3652, 0.4322, -0.5963)
H (4.1298, 0.2312, 0.6768)
H (4.1616, -0.8087, -2.1583)
H (2.6565, -0.7253, -1.2854)
H (4.5108, -2.8529, -1.2292)
H (4.8767, -1.9986, 0.2836)
H (-1.9874, 2.9721, 2.8543)
C (-1.3395, -4.4488, 1.8838)
O (-0.8662, -4.6453, 0.5606)
C (-1.1471, -5.9334, 0.0409)
C (-2.3856, -5.9483, -0.8292)
O (-3.5606, -5.6188, -0.1055)
C (-3.9396, -4.2566, -0.2377)
H (-1.3682, -3.3746, 2.0629)
H (-2.3426, -4.8580, 2.0189)
H (-0.6656, -4.9102, 2.6120)
H (-1.2472, -6.6600, 0.8544)
H (-0.2905, -6.2298, -0.5722)
H (-2.5201, -6.9603, -1.2225)
H (-2.2594, -5.2709, -1.6794)
H (-4.4654, -4.0941, -1.1844)
H (-3.0755, -3.5924, -0.1864)
H (-4.6174, -4.0219, 0.5822)
C (-0.2183, 3.7799, -5.3673)
O (1.1492, 4.0554, -5.6151)
C (1.4009, 5.3904, -6.0172)
C (1.8561, 6.2662, -4.8683)
O (0.8645, 6.4100, -3.8670)
C (1.0237, 5.5185, -2.7761)
H (-0.2670, 2.8618, -4.7839)
H (-0.6984, 4.5823, -4.8033)
H (-0.7586, 3.6298, -6.3085)
H (0.5128, 5.8206, -6.4917)
H (2.1985, 5.3580, -6.7656)
H (2.0718, 7.2664, -5.2565)
H (2.7798, 5.8666, -4.4361)
H (1.7943, 5.8876, -2.0889)
H (1.2900, 4.5132, -3.1099)
H (0.0755, 5.4750, -2.2475)
C (1.1217, -4.8915, 5.7215)
O (0.9820, -6.1075, 5.0086)
C (1.6204, -6.1007, 3.7435)
C (2.9846, -6.7550, 3.7724)
O (3.9018, -6.0634, 4.6015)
C (4.0308, -6.6179, 5.8980)
H (0.8829, -5.0939, 6.7644)
H (2.1390, -4.5002, 5.6587)
H (0.4240, -4.1376, 5.3399)
H (1.7020, -5.0767, 3.3622)
H (0.9819, -6.6651, 3.0562)
H (3.3936, -6.7435, 2.7577)
H (2.8947, -7.7993, 4.0896)
H (4.6812, -7.4992, 5.8787)
H (3.0624, -6.8977, 6.3176)
H (4.4863, -5.8609, 6.5345)
C (-4.8051, 6.4061, -5.5242)
O (-4.6880, 7.1493, -6.7243)
C (-4.6904, 8.5529, -6.5296)
C (-3.2940, 9.1380, -6.5076)
O (-2.5244, 8.6581, -5.4207)
C (-1.6637, 7.5847, -5.7572)
H (-4.4858, 5.3870, -5.7379)
H (-4.1767, 6.8154, -4.7308)
H (-5.8458, 6.3847, -5.1831)
H (-5.2191, 8.8098, -5.6058)
H (-5.2401, 8.9946, -7.3663)
H (-3.3745, 10.2234, -6.3945)
H (-2.7861, 8.9345, -7.4563)
H (-0.7588, 7.9599, -6.2507)
H (-2.1570, 6.8638, -6.4145)
H (-1.3698, 7.0862, -4.8365)
C (-8.3895, -5.5284, 1.9656)
O (-7.5931, -6.0225, 0.9025)
C (-6.3165, -6.4907, 1.3156)
C (-6.2842, -7.9916, 1.4984)
O (-7.1464, -8.4433, 2.5313)
C (-8.3988, -8.9072, 2.0650)
H (-9.4206, -5.4928, 1.6142)
H (-8.3386, -6.1743, 2.8452)
H (-8.0793, -4.5143, 2.2386)
H (-6.0097, -5.9895, 2.2408)
H (-5.6047, -6.2245, 0.5343)
H (-5.2677, -8.2830, 1.7787)
H (-6.5297, -8.4892, 0.5542)
H (-8.3111, -9.9238, 1.6647)
H (-8.8112, -8.2539, 1.2934)
H (-9.0803, -8.9239, 2.9145)
C (-8.8257, 0.4173, 4.4824)
O (-8.6866, 0.9040, 3.1600)
C (-7.6479, 0.2796, 2.4268)
C (-8.1556, -0.8257, 1.5257)
O (-8.7309, -1.8983, 2.2518)
C (-10.1440, -1.8417, 2.3316)
H (-9.8088, 0.7186, 4.8405)
H (-8.7512, -0.6713, 4.5237)
H (-8.0636, 0.8543, 5.1368)
H (-6.8825, -0.1112, 3.1058)
H (-7.1836, 1.0492, 1.8031)
H (-7.3081, -1.2326, 0.9656)
H (-8.8739, -0.4245, 0.8037)
H (-10.5976, -2.2062, 1.4035)
H (-10.4981, -0.8283, 2.5297)
H (-10.4527, -2.4904, 3.1503)

Computed properties:
F_max   1.0 eV Å⁻¹
E_tot   -106080.6586 eV
SMILES   CCC[C@H](CCC(N)=O)OCCN(CCCI)C(=O)C(F)(F)C(F)(F)C(F)(F)C(=O)O.COCCOC.COCCOC.COCCOC.COCCOC.COCCOC.COCCOC
LUMO   0.18 eV


Record 8
C2H5NO2S | wB97M-V/def2-TZVPD

Cartesian coordinates (Å):
C (0.4394, -1.2476, 0.1473)
C (-0.1876, 0.9445, -0.2884)
N (0.7534, -0.1202, -0.2696)
O (2.5350, 0.8422, 1.1471)
O (3.4677, -1.0807, -0.1948)
S (2.7996, 0.3811, -0.1820)
H (1.1838, -1.9141, 0.2839)
H (-0.4374, -1.3464, 0.6736)
H (-1.1795, 0.5761, -0.5078)
H (0.2211, 1.5068, -1.0730)
H (-0.0899, 1.3195, 0.6646)

Computed properties:
F_max   6.7 eV Å⁻¹
E_tot   -18572.7553 eV
Relative energy (zero: lowest compared OMol25 entry of this formula, charge and spin)   2.8139 eV
LUMO   0.11 eV


Please write out number 4 again, unchanged.
CH4FIP2 | wB97M-V/def2-TZVPD

Cartesian coordinates (Å):
C (-1.3683, 1.6484, 0.4982)
F (1.5528, 1.3453, -0.6442)
P (0.3508, -1.2756, -0.6828)
P (-0.0363, 0.8451, -0.5494)
I (-2.8072, 0.0727, -0.1361)
H (-1.3341, 1.3353, 1.6329)
H (0.5317, -1.2672, 0.6364)
H (1.6681, -1.1743, -0.9068)
H (-0.3287, 1.2621, -1.9666)

Computed properties:
F_max   2.8 eV Å⁻¹
E_tot   -30494.8181 eV
Relative energy (zero: lowest compared OMol25 entry of this formula, charge and spin)   3.7665 eV
LUMO   -0.14 eV